Formula: C3H14NO4
Source: OMol25
Level of theory: the ωB97M-V functional and the def2-TZVPD basis

Values from the calculation:
energy: -13011.9036 eV
Kohn-Sham gap: 11.30 eV
relative energy (zero: lowest compared OMol25 entry of this formula, charge and spin): 0.725 eV
net charge: +1
highest occupied orbital energy: -14.250 eV
2S+1: 1

Last columns: bonded neighbours and bond lengths (Å).
Element x y z (Å)
1 O 0.103 -1.599 -2.633  C2 1.206
2 C 0.853 -0.680 -2.418  O1 1.206, C3 1.516, H6 1.096
3 C 0.920 -0.099 -1.020  C2 1.516, C4 1.568, N5 1.490, H7 1.088
4 C 0.665 1.444 -1.133  C3 1.568, H8 1.083, H9 1.079, H10 1.078
5 N -0.114 -0.767 -0.181  C3 1.490, H11 1.025, H12 1.021, H13 1.035
6 H 1.488 -0.256 -3.205  C2 1.096
7 H 1.907 -0.265 -0.594  C3 1.088
8 H -0.063 1.655 -1.908  C4 1.083
9 H 1.647 1.809 -1.395  C4 1.079
10 H 0.411 1.750 -0.132  C4 1.078
11 H -0.522 -1.566 -0.677  N5 1.025
12 H -0.823 -0.061 0.019  N5 1.021
13 H 0.282 -1.040 0.736  N5 1.035
14 H -0.707 4.198 0.375  O16 0.963
15 H -2.023 3.580 -0.080  O16 0.962
16 O -1.151 3.352 0.256  H14 0.963, H15 0.962
17 H -2.665 -2.349 1.601  O19 0.967
18 H -1.587 -2.270 2.633  O19 0.964
19 O -1.727 -2.129 1.690  H17 0.967, H18 0.964
20 H 0.740 -2.224 2.956  O22 0.965
21 H 1.510 -0.975 2.792  O22 0.968
22 O 0.856 -1.509 2.319  H20 0.965, H21 0.968